65
Properties=species:S:1:pos:R:3:mulliken_charge:R:1 method="wB97M-V/def2-TZVPD" smiles="O=C(O)Cc1cc(-c2cccnc2)cc2nc(F)cnc12.COP(=O)(OC)OC.COP(=O)(OC)OC" spin_multiplicity=1 lumo_ev=-2.98
P -6.097 -0.653 2.440 1.0858
P 3.741 3.696 2.269 1.1121
F 3.416 2.923 -3.573 -0.2892
O -5.254 0.363 1.458 -0.2941
O 5.986 -3.182 -1.756 -0.4758
O -7.578 0.013 1.854 -0.2170
O 3.151 4.737 3.514 -0.2405
O 2.328 3.185 2.007 -0.6123
O 4.835 -4.107 -3.517 -0.5489
O -6.405 -1.956 1.712 -0.5946
O 4.448 2.657 1.095 -0.5036
O 4.057 5.011 1.330 -0.3281
O -4.635 -1.271 3.101 -0.4862
N 4.031 -0.664 -2.214 -0.3082
N 1.685 1.249 -3.242 -0.5720
N -3.529 -4.759 -2.545 -0.5155
C 3.437 -3.637 -1.439 -0.6121
C 2.338 -2.583 -1.938 0.4871
C -3.820 -2.086 2.268 -0.4814
C 3.747 4.503 4.787 -0.7732
C -4.447 -2.250 -2.270 -0.4188
C -4.336 1.268 2.064 -0.6960
C -4.577 -3.794 -2.392 -0.1455
C -1.808 -2.702 -2.445 0.3800
C 1.539 -0.120 -2.816 0.5417
C 0.858 -3.111 -1.990 -0.7935
C -8.461 0.445 2.885 -0.7823
C -2.212 -4.200 -2.546 -0.2127
C 2.657 -1.080 -2.332 0.3104
C 3.752 2.465 -0.129 -0.4235
C -0.302 -2.157 -2.445 0.7743
C -2.981 -1.659 -2.295 -0.2930
C 5.403 5.227 0.918 -0.6486
C 4.239 0.682 -2.626 -0.5470
C 4.763 -3.693 -2.332 0.4326
C 0.063 -0.709 -2.847 -0.6060
C 3.060 1.591 -3.147 0.4721
H 5.307 1.112 -2.606 0.4585
H 5.503 4.945 -0.133 0.2177
H 3.319 5.200 5.508 0.2329
H 2.959 1.727 0.001 0.2638
H -4.436 2.248 1.592 0.2660
H 5.811 -2.915 -0.814 0.3523
H 0.606 -4.185 -1.696 0.1277
H -9.364 0.850 2.427 0.2308
H 5.641 6.288 1.019 0.2628
H -5.338 -1.525 -2.167 0.2965
H -2.831 -0.533 -2.196 0.2406
H -3.318 0.905 1.903 0.2414
H -8.734 -0.405 3.523 0.3548
H -5.656 -4.210 -2.388 0.3060
H -4.514 1.370 3.137 0.3421
H -1.339 -4.951 -2.660 0.2125
H 6.110 4.645 1.514 0.3323
H 3.620 -3.455 -0.320 0.3325
H -0.786 -0.006 -3.174 0.2808
H -2.816 -2.105 2.698 0.2543
H 4.457 2.083 -0.866 0.0642
H 3.339 3.403 -0.505 0.3726
H -7.986 1.222 3.492 0.3295
H -4.207 -3.106 2.249 0.2401
H -3.757 -1.686 1.254 0.2137
H 3.536 3.477 5.114 0.3505
H 2.958 -4.691 -1.507 0.3192
H 4.828 4.657 4.735 0.3270